DFT (ωB97M-V/def2-TZVPD) results for one molecule with the formula C6H12O.

Results
* calculated total energy: -311.00528 Eh
* SMILES: CCO[C@H]1C[C@H]1C
* ΔE to the lowest compared entry with this formula, charge and spin: 33.88 kcal/mol
* HOMO level: -9.312 eV

Geometry as ORCA input:
```
! RIJCOSX wB97M-V def2-TZVPD def2/J DEFGRID3
* xyz 0 1
C -2.57978 0.61965 0.92805
C -1.51828 0.45965 -0.15037
O -0.27205 0.82537 0.41585
C 0.74785 0.78451 -0.52825
C 2.13631 0.64522 -0.00737
C 1.49582 -0.50517 -0.74983
C 1.11262 -1.75525 0.00830
H -2.71425 1.68953 1.04275
H -2.28411 0.20123 1.89592
H -3.52799 0.15486 0.63804
H -1.76088 1.15945 -0.96026
H -1.46332 -0.55077 -0.58057
H 0.57517 1.42945 -1.39406
H 2.22702 0.53834 1.07065
H 2.93411 1.21029 -0.48075
H 1.85084 -0.67187 -1.76540
H 0.39227 -2.35932 -0.55588
H 1.99231 -2.37852 0.20397
H 0.65633 -1.49666 0.96925
*
```

=====

DFT (ωB97M-V/def2-TZVPD) results for a 6-piece molecular cluster, C2H16O5S2 overall in a non-equilibrium geometry.

Results
* calculated total energy: -1258.24010 Eh
* SMILES: CCSS.O.O.O.O.O
* ΔE to the lowest compared entry with this formula, charge and spin: 73.63 kcal/mol
* HOMO level: -9.264 eV

Geometry as ORCA input:
```
! RIJCOSX wB97M-V def2-TZVPD def2/J DEFGRID3
* xyz 0 1
C -1.24231 0.11166 1.52536
C 0.01627 -0.50911 1.80675
S 0.27581 -2.24870 2.57891
S -0.48332 -3.33192 1.29741
H -1.38064 1.27100 1.67616
H -2.00170 -0.27328 2.22530
H -1.54412 -0.01381 0.42519
H 0.61155 0.17059 2.42295
H 0.37923 -0.21106 0.78168
H 0.51343 -3.59590 0.49511
O 0.30148 1.60510 -2.92940
H -0.43952 1.06565 -2.68071
H 0.31845 2.03896 -1.98208
O -1.96044 1.47312 -1.70031
H -1.22529 1.60496 -1.10215
H -2.68866 1.11436 -1.25232
O 1.38990 1.81827 1.39191
H 1.82170 1.29643 0.62525
H 2.10696 2.32444 1.62992
O 2.63564 -0.04513 -0.31850
H 2.41934 -0.95582 -0.24798
H 2.74272 0.21907 -1.25798
O -0.55908 -1.89041 -1.88120
H -0.77404 -1.23574 -2.35436
H -1.23339 -1.80272 -1.17490
*
```

=====

DFT (ωB97M-V/def2-TZVPD) results for a 3-piece molecular cluster, C4H13NO2 overall in a non-equilibrium geometry.

Results
* calculated total energy: -365.36116 Eh
* SMILES: C=C(N)CC.O.O
* ΔE to the lowest compared entry with this formula, charge and spin: 51.03 kcal/mol
* HOMO level: -8.330 eV

Geometry as ORCA input:
```
! RIJCOSX wB97M-V def2-TZVPD def2/J DEFGRID3
* xyz 0 1
C -1.48477 -0.72805 0.61563
C -0.17351 -1.09318 0.45142
N 0.49311 -1.80646 1.56403
C 0.62583 -0.90909 -0.85189
C 0.36043 -1.73801 -2.03812
H -2.06954 -0.43959 -0.27102
H -1.95795 -0.57098 1.65147
H 1.04705 -2.41619 1.00051
H -0.33362 -2.22599 2.07640
H 0.29105 0.06317 -0.99377
H 1.74295 -0.86715 -0.66861
H -0.50544 -1.67074 -2.72197
H 0.23833 -2.84364 -1.77122
H 1.17923 -1.81288 -2.76895
O 1.54777 2.06692 0.38001
H 1.79091 2.65877 1.03012
H 2.07103 1.30173 0.58136
O -1.46347 4.60427 1.15807
H -2.37439 4.51854 0.88562
H -1.02500 3.90854 0.69092
*
```

=====

DFT (ωB97M-V/def2-TZVPD) results for a 7-piece molecular cluster, C25H62N2O9 overall in a non-equilibrium geometry.

Results
* calculated total energy: -1776.17593 Eh
* SMILES: CC1(C)CCCC(C)(C)N1O.CC1(C)CCCC(C)(C)N1O.OCCO.OCCO.CO.CO.CO
* HOMO level: -8.437 eV

Geometry as ORCA input:
```
! RIJCOSX wB97M-V def2-TZVPD def2/J DEFGRID3
* xyz 0 1
C 0.05444 5.43392 0.76490
C 0.57134 4.41326 1.80057
C 1.96182 4.85482 2.21848
C -0.31596 4.43567 3.10864
C -0.24111 3.20577 3.97789
C -0.50381 2.05629 3.09603
C 0.56651 1.81496 1.95589
C 1.92267 1.41021 2.54300
C 0.03735 0.56426 1.14113
N 0.48573 3.01530 1.15475
O 1.49848 2.95574 0.16249
H 0.77424 5.59185 -0.06455
H -0.92833 5.31491 0.37093
H 0.15262 6.41526 1.24732
H 1.81529 5.96327 2.41093
H 2.34406 4.32592 3.09028
H 2.66499 4.79944 1.41456
H 0.06817 5.36710 3.54765
H -1.32524 4.53055 2.74041
H 0.76006 3.19292 4.44467
H -1.09679 3.25362 4.67007
H -1.42459 2.22418 2.52006
H -0.70706 1.10792 3.55773
H 2.06409 0.37691 2.39146
H 2.01875 1.44539 3.63559
H 2.83501 1.84905 2.15599
H 0.06879 -0.32343 1.78074
H 0.70283 0.34523 0.31373
H -0.91025 0.66674 0.65301
H 1.04977 2.93278 -0.67746
C 0.33182 -0.16359 -4.54544
C 1.30579 -0.00541 -3.31048
C 0.80368 1.07351 -2.38153
C 1.32538 -1.38876 -2.62467
C 2.37890 -1.48327 -1.53582
C 3.71767 -1.32426 -2.27048
C 3.85916 0.04935 -2.96406
C 3.95194 1.17050 -1.88623
C 5.08972 0.03160 -3.80145
N 2.65712 0.06659 -3.88425
O 2.80382 1.26612 -4.66149
H 0.67693 -0.81483 -5.34508
H -0.63943 -0.39604 -4.11385
H 0.28739 0.82566 -4.90677
H -0.15976 0.74007 -2.05268
H 1.43692 1.21522 -1.52484
H 0.64652 2.02354 -2.92214
H 0.28820 -1.61215 -2.28517
H 1.44603 -2.13167 -3.43334
H 2.19134 -0.71373 -0.83987
H 2.39718 -2.40680 -0.99247
H 3.88447 -2.07374 -3.03635
H 4.54662 -1.45948 -1.58150
H 4.89959 1.26791 -1.36505
H 3.09109 1.12503 -1.15814
H 3.84520 2.18367 -2.28417
H 5.96608 0.01037 -3.14266
H 5.23668 0.88170 -4.48417
H 5.15418 -0.91975 -4.36945
H 2.64399 0.97905 -5.54015
O -4.09390 0.30037 1.26992
C -3.34200 -0.71279 1.95997
C -4.06937 -2.00742 1.62317
O -3.35789 -3.11123 2.13678
H -3.71506 0.48967 0.35121
H -2.35065 -0.83476 1.59821
H -3.38464 -0.49298 3.05829
H -4.18227 -2.14569 0.53618
H -5.13154 -1.83298 2.05880
H -4.02150 -3.82737 2.02719
O -2.67130 -4.77664 -0.23874
C -3.53395 -5.71467 0.33776
C -4.99979 -5.31125 0.14843
O -5.41352 -4.26199 1.05796
H -1.88772 -4.67410 0.33773
H -3.49263 -6.68991 -0.14954
H -3.31895 -5.81408 1.40372
H -5.69478 -6.15946 0.24118
H -5.08823 -4.94029 -0.86861
H -5.99135 -3.63831 0.59620
C -0.32941 -2.94042 0.45572
O -0.80863 -3.69604 1.61421
H -1.08650 -2.41595 0.02066
H 0.56245 -2.31831 0.77203
H 0.07535 -3.66097 -0.32994
H -1.70464 -3.44522 1.92567
C -2.89315 1.63628 -2.73673
O -2.96759 0.47019 -1.95558
H -3.82598 2.10844 -2.95381
H -2.31240 2.47992 -2.31998
H -2.39045 1.38637 -3.65694
H -3.61897 -0.12992 -2.38328
C 1.68322 -2.53227 3.12308
O 0.52154 -2.07174 3.78370
H 2.41281 -2.65736 3.92035
H 1.48342 -3.47408 2.67899
H 2.14619 -1.77432 2.49136
H -0.23433 -2.36496 3.18148
*
```

=====

DFT (ωB97M-V/def2-TZVPD) results for one molecule with the formula C3H6IPS in a non-equilibrium geometry.

Results
* calculated total energy: -1155.06879 Eh
* SMILES: CC/P=C\SI
* ΔE to the lowest compared entry with this formula, charge and spin: 17.36 kcal/mol
* HOMO level: -8.510 eV

Geometry as ORCA input:
```
! RIJCOSX wB97M-V def2-TZVPD def2/J DEFGRID3
* xyz 0 1
C 1.74497 -0.78676 -0.46415
C 0.84223 -0.18633 0.58473
P 0.24253 1.59781 0.28466
C -1.35953 1.32402 0.08492
S -2.07296 -0.20697 -0.27247
I -4.59398 -0.52746 0.11067
H 2.73896 -0.32676 -0.58675
H 1.88625 -1.80301 -0.30865
H 1.32969 -0.39153 -1.40321
H 1.28890 -0.07839 1.59388
H -0.06949 -0.78485 0.45072
H -1.97758 2.17021 -0.07435
*
```

=====

DFT (ωB97M-V/def2-TZVPD) results for a 2-piece molecular cluster, C4H12 overall in a non-equilibrium geometry.

Results
* calculated total energy: -159.56691 Eh
* SMILES: CC.CC
* ΔE to the lowest compared entry with this formula, charge and spin: 11.33 kcal/mol
* HOMO level: -11.355 eV

Geometry as ORCA input:
```
! RIJCOSX wB97M-V def2-TZVPD def2/J DEFGRID3
* xyz 0 1
C 2.48508 1.90330 -0.40736
C 1.71512 0.77484 0.24436
H 3.20275 1.55362 -1.12512
H 1.82413 2.56322 -1.00495
H 2.88829 2.53888 0.38054
H 0.88947 0.34733 -0.32184
H 1.23576 1.00660 1.18696
H 2.50045 0.03274 0.50435
C -2.01522 -1.34439 -0.66115
C -2.22017 -1.33254 0.82518
H -0.99207 -1.57979 -0.91808
H -2.59954 -1.97867 -1.34091
H -2.23951 -0.40150 -1.20123
H -3.17543 -0.98160 1.22422
H -1.40264 -0.81485 1.30260
H -2.06052 -2.32485 1.29070
*
```